DFT (ωB97M-V with the def2-TZVPD basis set) results for 2 unconnected molecules or ions with the total composition C8H12N4 in a non-equilibrium geometry.

## Properties
ΔE to the lowest compared entry with this formula, charge and spin (eV): 0.7535
Energy (Ha): -531.0570
HOMO energy (eV): -8.3
SMILES: Cc1c[nH]cn1.Cc1c[nH]cn1
HOMO-LUMO gap (eV): 9.042
LUMO (eV): 0.755
Maximum force (eV/Å): 1.01

Geometry as XYZ:
```
24
Properties=species:S:1:pos:R:3:forces:R:3
C -0.158029 -1.814020 -0.956423 0.497 -0.427 0.584
C 0.453775 -0.637516 -1.611109 0.134 0.523 -0.447
C 0.643358 1.380767 -2.334873 0.237 0.107 -0.339
C 1.701333 -0.523921 -2.133187 -0.145 -0.529 -0.268
N -0.197500 0.580324 -1.761898 -0.437 -0.304 0.049
N 1.845441 0.773167 -2.610960 -0.360 -0.300 0.394
H 0.355376 2.337939 -2.744261 0.366 0.235 0.351
H -1.193230 -1.988021 -1.225389 -0.146 0.135 0.028
H -0.052100 -1.696639 0.126152 -0.499 0.132 0.028
H 2.744088 1.229459 -2.563090 -0.138 0.165 -0.547
H 2.331053 -1.342642 -2.445524 0.494 0.273 0.409
H 0.412054 -2.727050 -1.145107 -0.021 0.091 -0.368
C 0.618162 -0.134602 2.994504 0.180 0.575 0.122
C -0.597538 0.299125 2.233216 0.337 -0.628 -0.149
C -2.406109 0.028805 1.140359 -0.235 -0.980 -0.044
C -0.666462 1.324057 1.348714 -0.382 0.033 -0.686
N -1.709146 -0.519428 2.102907 0.289 0.483 0.027
N -1.864166 1.161057 0.650342 0.654 -0.088 0.460
H -3.219639 -0.508762 0.678796 -0.348 0.454 0.013
H 1.494212 -0.105638 2.341389 -0.056 -0.029 -0.049
H 0.529671 -1.147426 3.364497 -0.235 -0.132 0.118
H -1.987299 1.454206 -0.304449 -0.025 0.155 0.003
H 0.072921 2.039225 1.034267 -0.086 0.157 0.129
H 0.849776 0.537539 3.821137 -0.076 -0.100 0.181
```
Positions in Å, forces in eV/Å.

DFT (ωB97M-V with the def2-TZVPD basis set) results for 2 unconnected molecules or ions with the total composition C34H31FN2O6S2 in a non-equilibrium geometry.

## Properties
ΔE to the lowest compared entry with this formula, charge and spin (eV): 1.0531
Energy (Ha): -2771.1966
HOMO energy (eV): -6.1
HOMO-LUMO gap (eV): 4.745
LUMO (eV): -1.391
Maximum force (eV/Å): 2.60

Geometry as XYZ:
```
76
Properties=species:S:1:pos:R:3:forces:R:3
F 0.482201 1.063676 4.131312 -0.365 0.310 1.993
C 0.737659 0.797896 2.827966 1.222 0.200 -0.455
S 2.281463 1.493550 2.341186 -2.052 -0.692 0.564
C 3.347880 0.111679 2.760509 0.342 0.130 -0.168
C 4.078811 -0.521373 1.755939 -0.171 -0.051 0.123
C 4.711946 -1.733383 2.033671 0.022 0.155 0.358
C 4.679231 -2.253254 3.332106 0.032 0.004 -0.212
C 4.011078 -1.564639 4.349649 -0.038 0.213 -0.162
C 3.331949 -0.380985 4.064053 0.311 -0.186 0.003
O 2.364479 1.642970 0.903381 0.012 0.058 0.093
O 2.568154 2.605101 3.219878 0.248 -0.535 -0.337
S -0.669846 0.356135 1.987222 1.350 0.768 0.406
C -2.118892 0.092036 2.977113 -0.489 -0.245 0.555
C -2.239327 -1.113677 3.675397 -0.153 0.261 -0.034
C -3.485993 -1.506401 4.156326 0.055 0.173 -0.027
C -4.612381 -0.708017 3.925510 0.115 0.058 -0.052
C -4.484326 0.499483 3.233506 0.182 -0.128 0.162
C -3.235301 0.911828 2.770641 0.350 -0.205 0.061
O -1.037094 1.495044 1.153282 -0.375 -0.531 -0.658
O -0.444449 -0.981026 1.437955 -0.448 0.237 -0.820
H 4.141778 -0.062942 0.770706 -0.171 -0.149 0.136
H 5.245418 -2.248556 1.234148 -0.001 0.112 0.288
H 5.198618 -3.187231 3.552179 -0.167 0.234 -0.032
H 4.014989 -1.943182 5.371143 0.012 0.023 -0.258
H 2.802504 0.163088 4.843632 0.023 -0.151 -0.184
H -1.362312 -1.740652 3.808518 -0.156 0.068 -0.036
H -3.568432 -2.447304 4.698925 -0.073 0.232 -0.112
H -5.591909 -1.030497 4.286944 0.317 0.106 -0.120
H -5.348544 1.134749 3.045308 0.137 -0.197 0.093
H -3.117999 1.840849 2.219568 0.000 -0.188 0.044
C -5.549681 4.277883 -0.959671 0.700 -0.323 0.027
O -4.177523 3.809495 -0.927927 -0.694 0.150 -0.222
C -3.923944 2.482214 -1.086248 0.222 -0.710 0.072
C -2.552328 2.116072 -1.161334 -1.062 0.814 0.059
C -2.229956 0.787006 -1.230171 -0.315 -1.074 0.201
C -3.259928 -0.183274 -1.300200 0.008 0.800 0.439
C -4.607642 0.148513 -1.205334 0.274 -0.132 -0.229
C -4.949680 1.494514 -1.104948 0.611 0.539 -0.082
N -2.661530 -1.443096 -1.339789 2.048 -0.210 -0.366
C -3.367189 -2.705894 -1.423678 0.042 -0.333 -0.148
C -1.302189 -1.305840 -1.355286 -1.541 0.030 0.629
C -0.958983 0.049815 -1.166479 0.043 0.671 -0.152
C 0.309140 0.551188 -0.839111 -1.088 -0.113 -2.354
C 1.457674 -0.231582 -1.106116 1.231 -1.448 0.355
C 1.714102 -1.523308 -0.626633 0.246 0.485 -1.205
N 2.822220 -2.036669 -1.252751 -0.344 0.322 0.483
C 3.373042 -3.356349 -1.011209 -0.072 -0.008 0.280
C 3.335861 -1.096772 -2.144756 -0.719 0.108 0.079
C 2.502085 0.051437 -2.097130 0.080 -0.877 1.046
C 2.657214 1.055244 -3.034125 0.764 0.407 -1.339
C 3.646225 0.874565 -4.038703 -0.873 -0.278 0.830
O 3.735986 1.659736 -5.143846 -0.181 0.568 -0.109
C 2.690974 2.616750 -5.417793 0.573 -0.415 0.305
C 4.551198 -0.225750 -3.999445 -0.676 0.253 0.137
C 4.370758 -1.238929 -3.069411 0.029 0.374 0.060
H -5.462326 5.362877 -0.871840 -0.114 -0.232 -0.008
H -6.044110 4.015852 -1.908657 0.209 0.038 0.263
H -6.129229 3.876257 -0.113739 0.208 0.110 -0.224
H -1.776908 2.874525 -1.123153 -0.241 0.016 0.134
H -5.365123 -0.631645 -1.216554 0.006 0.276 -0.009
H -5.996719 1.799307 -1.055213 0.392 -0.202 0.035
H -4.421029 -2.535595 -1.193210 0.249 -0.134 -0.001
H -3.280958 -3.132612 -2.431847 -0.112 0.154 0.201
H -2.942716 -3.423793 -0.710332 -0.170 0.269 -0.103
H -0.642804 -2.166585 -1.376948 -0.262 0.148 -0.085
H 0.436222 1.621147 -0.704058 -0.054 -0.111 -0.020
H 1.131120 -2.084200 0.094813 0.331 0.161 0.087
H 4.175804 -3.543379 -1.729937 -0.233 -0.052 0.206
H 3.770803 -3.424607 0.011496 -0.069 -0.023 -0.323
H 2.582780 -4.108317 -1.133269 0.275 0.095 -0.030
H 1.992540 1.923135 -3.020175 0.279 -0.330 -0.161
H 2.984694 3.056769 -6.371570 -0.158 0.032 0.174
H 1.709611 2.128174 -5.510943 0.275 0.031 0.080
H 2.651580 3.388741 -4.636699 -0.001 -0.140 -0.217
H 5.322291 -0.280755 -4.763474 -0.177 -0.024 0.127
H 4.997181 -2.127255 -3.060240 -0.012 0.234 -0.135
```
Positions in Å, forces in eV/Å.

DFT (ωB97M-V with the def2-TZVPD basis set) results for 2 unconnected molecules or ions with the total composition C4H6N2 in a non-equilibrium geometry.

## Properties
ΔE to the lowest compared entry with this formula, charge and spin (eV): 2.8956
Spin multiplicity: 3
Energy (Ha): -265.2639
HOMO energy (spin up / spin down) (eV): -6.0 / -9.4
HOMO-LUMO gap (spin up / spin down) (eV): 6.722 / 6.862
LUMO (spin up / spin down) (eV): 0.758 / -2.580
Maximum force (eV/Å): 4.65

Geometry as XYZ:
```
12
Properties=species:S:1:pos:R:3:forces:R:3
C -0.733767 -1.445075 -0.195721 0.522 -0.646 0.024
C -0.365685 -2.647519 0.077896 -0.122 -1.146 -0.925
C -1.255342 -0.276975 -0.086597 -0.616 0.008 1.083
C 1.278052 2.040563 0.014945 -0.562 4.156 1.477
N -1.681327 0.849864 -0.273559 1.288 0.147 -2.950
N -0.241847 -3.862526 0.273621 0.745 -0.349 1.232
H 0.793237 1.760395 1.014773 1.712 0.282 -0.972
H 0.388607 2.716863 -0.355851 2.086 0.089 0.729
H 2.453326 2.624309 -0.036312 -4.083 -2.217 0.208
H -1.985651 1.472130 0.397961 -1.304 1.046 2.046
H 0.384556 -4.557466 -0.167834 -0.617 0.901 -0.504
H 0.965839 1.325442 -0.663321 0.951 -2.272 -1.447
```
Positions in Å, forces in eV/Å.

DFT (ωB97M-V with the def2-TZVPD basis set) results for a molecular structure, C18H20Cl5N2O4SbSn in a non-equilibrium geometry.

## Properties
ΔE to the lowest compared entry with this formula, charge and spin (eV): 0.4404
Energy (Ha): -3863.9358
HOMO energy (eV): -8.5
HOMO-LUMO gap (eV): 8.239
LUMO (eV): -0.247
Maximum force (eV/Å): 2.05

Geometry as XYZ:
```
51
Properties=species:S:1:pos:R:3:forces:R:3
Sn 6.026680 -16.024272 5.505746 -0.244 -0.344 0.166
Cl 2.726721 -15.243411 7.060458 0.035 0.165 -0.001
C 3.880690 -13.946482 6.910353 -0.256 -0.416 0.271
C 5.052767 -14.136667 6.174484 -0.185 1.139 0.073
C 5.765443 -12.958188 5.922765 0.378 -0.196 0.231
Cl 7.211126 -13.066602 4.929327 -0.261 0.035 0.118
C 5.427594 -11.695303 6.441686 1.025 -0.614 -1.429
Cl 6.351656 -10.285720 6.044020 -0.152 -0.337 0.123
C 4.307690 -11.614551 7.205793 -0.720 0.474 1.397
Cl 3.929802 -10.129484 7.966843 -0.180 0.415 0.051
C 3.538081 -12.736916 7.494146 -0.753 0.148 0.359
Cl 2.141002 -12.553771 8.569512 0.865 -0.328 -0.820
C 6.274855 -15.400429 9.700409 0.631 0.830 -0.025
C 5.439587 -16.447354 9.074914 0.105 0.099 -0.007
N 5.326602 -16.745073 7.792045 0.522 0.910 0.289
C 4.427773 -17.748737 7.704985 -0.034 -0.536 -0.768
C 4.032179 -18.158859 8.943570 -0.546 -0.029 0.226
N 4.665997 -17.266407 9.801327 -0.486 -1.135 1.234
C 3.207685 -19.320802 9.476160 1.412 0.522 1.280
O 2.461058 -20.010263 8.677142 -0.568 0.016 -1.199
O 3.350111 -19.621175 10.645153 -0.160 0.509 -0.249
C 3.984922 -18.158103 6.337449 -0.443 -0.729 0.943
O 3.254024 -19.154925 6.278257 0.084 0.621 -0.653
O 4.379516 -17.407739 5.375727 -0.055 -0.275 -0.197
H 7.128929 -15.147040 9.052866 -0.326 -0.199 0.118
H 6.697242 -15.787798 10.639274 -0.238 0.348 -0.161
H 5.735848 -14.435778 9.867420 0.193 -0.863 0.030
H 4.602088 -17.331614 10.843264 0.086 0.066 -1.492
H 2.548261 -19.692778 7.730690 0.265 -0.121 0.156
C 4.859583 -12.552291 0.860498 -0.573 0.957 0.879
C 4.124779 -13.855468 1.019844 -1.231 -0.349 0.200
Sb 4.072468 -14.665595 3.035539 -0.443 -0.012 -0.325
C 3.035824 -12.902890 3.854198 0.041 -0.166 -0.678
C 1.775680 -12.538469 3.052010 0.226 0.766 0.469
C 2.371672 -16.027615 2.675077 -0.548 1.961 0.246
C 1.802684 -16.140160 1.266014 -0.295 1.195 -0.081
H 4.729144 -12.079857 -0.100496 -0.403 0.065 -0.467
H 5.903688 -12.734170 0.915683 1.132 -0.019 0.381
H 4.579494 -11.778341 1.635452 0.296 -0.860 -0.718
H 4.491565 -14.638478 0.372970 0.390 -0.175 -0.228
H 3.050156 -13.790390 0.763565 0.503 0.231 0.123
H 3.785016 -12.079907 3.885385 -0.510 -0.512 0.070
H 2.717413 -13.157513 4.862978 0.227 0.090 0.055
H 1.955744 -12.274642 2.011867 0.209 -0.081 -0.074
H 1.294349 -11.646229 3.505187 0.091 -0.535 -0.170
H 1.078044 -13.367237 3.073897 -0.266 -0.083 -0.010
H 1.621361 -15.667818 3.405395 0.111 -0.083 -0.426
H 2.629219 -16.979612 3.027980 0.729 -1.375 0.532
H 1.391934 -15.166519 0.845419 0.498 -1.262 0.520
H 1.026318 -16.886542 1.270941 -0.674 -0.108 0.040
H 2.528613 -16.555612 0.586860 0.490 0.178 -0.403
```
Positions in Å, forces in eV/Å.